[1]
Molecular formula: CH25O15
Method: DFT, ωB97M-V/def2-TZVPD

Calculated values
HOMO energy ... -7.6 eV
Energy above the lowest of the compared OMol25 structures with the same formula, charge and spin ... 2.352 eV
Charge ... -1
LUMO energy ... 2.46 eV
Energy ... -1181.808035 Ha

Each line ends with the natural charge from an NBO analysis.
Positions of all 41 atoms, in Å:
O (-8.75, -11.31, 24.20)  -0.958
O (-3.59, -8.80, 26.03)  -0.954
O (-8.46, -11.16, 27.16)  -0.954
H (-8.16, -10.62, 24.28)  0.479
H (-3.30, -8.26, 22.35)  0.454
O (-5.58, -10.47, 27.70)  -0.959
H (-6.10, -12.80, 25.06)  0.461
H (-5.89, -11.43, 24.74)  0.481
H (-8.16, -11.02, 26.23)  0.491
H (-3.10, -9.18, 26.72)  0.498
H (-3.88, -6.40, 25.21)  0.479
O (-4.13, -7.92, 22.02)  -0.919
H (-9.25, -11.27, 23.37)  0.468
O (-4.42, -7.84, 28.73)  -0.947
O (-10.70, -8.56, 24.48)  -0.956
H (-4.99, -8.70, 24.92)  0.523
O (-7.90, -8.64, 24.35)  -0.817
H (-5.83, -10.31, 26.79)  0.487
O (-5.58, -6.35, 26.45)  -0.976
H (-3.07, -8.85, 25.26)  0.483
H (-8.73, -6.76, 22.16)  0.462
H (-7.70, -7.73, 22.72)  0.487
H (-4.26, -6.58, 23.88)  0.476
O (-5.65, -12.29, 24.39)  -0.969
H (-4.68, -8.31, 22.65)  0.465
H (-6.11, -9.80, 28.16)  0.449
H (-6.21, -6.75, 25.81)  0.503
O (-6.52, -10.02, 25.29)  -0.820
H (-8.34, -7.08, 24.71)  0.486
C (-6.76, -8.99, 24.70)  0.993
H (-9.77, -8.71, 24.38)  0.495
H (-8.48, -5.67, 24.02)  0.469
H (-6.04, -6.11, 27.25)  0.472
H (-4.54, -8.00, 27.78)  0.492
O (-3.50, -6.21, 24.36)  -0.961
O (-5.70, -8.26, 24.44)  -0.756
H (-11.18, -9.04, 23.83)  0.452
O (-8.70, -6.17, 24.83)  -0.994
O (-7.76, -6.96, 22.16)  -0.966
H (-4.97, -7.08, 28.83)  0.450
H (-7.92, -10.51, 27.67)  0.451

***

[2]
Molecular formula: C2H4N4
Method: DFT, ωB97M-V/def2-TZVPD

Calculated values
HOMO energy ... -8.6 eV
Energy above the lowest of the compared OMol25 structures with the same formula, charge and spin ... 5.448 eV
SMILES ... [H]/N=N/N1C=C1N
LUMO energy ... 0.92 eV
Energy ... -297.444100 Ha

Each line ends with the natural charge from an NBO analysis.
Positions of all 10 atoms, in Å:
H (-2.35, 1.02, -0.08)  0.403
C (-0.33, 0.63, 0.12)  0.323
N (-1.61, 0.33, -0.12)  -0.825
N (0.56, -1.58, -0.12)  -0.425
N (1.18, 0.44, -0.65)  -0.322
H (0.91, -2.54, -0.01)  0.335
C (0.75, 1.21, 0.49)  -0.152
N (1.53, -0.88, -0.43)  0.032
H (1.23, 2.01, 1.01)  0.214
H (-1.86, -0.64, -0.21)  0.417

***

[3]
Molecular formula: C11H19NO7Zn2
Method: DFT, ωB97M-V/def2-TZVPD

Calculated values
HOMO energy ... -8.7 eV
Energy above the lowest of the compared OMol25 structures with the same formula, charge and spin ... 2.901 eV
LUMO energy ... -1.65 eV
Energy ... -4570.431369 Ha

Each line ends with the natural charge from an NBO analysis.
Positions of all 40 atoms, in Å:
C (10.12, -13.35, 15.20)  -0.430
C (10.27, -16.43, 17.49)  -0.642
H (9.84, -15.47, 14.52)  0.192
H (10.15, -11.36, 17.16)  0.232
H (8.39, -15.17, 16.03)  0.213
H (9.78, -14.17, 19.18)  0.474
H (8.56, -11.40, 16.29)  0.234
C (13.78, -11.33, 16.64)  0.959
N (10.63, -13.93, 17.48)  -0.253
O (10.51, -13.62, 18.83)  -0.609
H (12.54, -14.63, 15.59)  0.222
C (8.25, -14.24, 16.59)  -0.642
H (12.54, -15.18, 18.98)  0.241
H (7.36, -13.78, 16.17)  0.235
O (14.07, -10.82, 20.66)  -0.831
H (9.90, -16.92, 16.59)  0.221
C (12.55, -15.45, 17.92)  -0.656
H (11.09, -12.85, 15.25)  0.252
O (13.32, -12.62, 19.90)  -1.052
O (12.50, -11.42, 16.46)  -0.882
C (12.99, -11.54, 20.53)  0.959
H (10.79, -17.26, 17.99)  0.223
H (13.33, -14.76, 17.59)  0.235
Zn (12.20, -12.46, 18.20)  1.768
H (9.44, -16.07, 18.09)  0.198
O (12.05, -11.09, 19.77)  -0.827
H (11.96, -16.22, 15.45)  0.210
C (11.25, -15.26, 17.20)  0.114
H (12.94, -16.46, 17.76)  0.232
O (14.21, -10.41, 17.49)  -0.817
C (9.24, -11.93, 16.95)  -0.612
C (9.55, -13.40, 16.62)  0.106
H (8.77, -11.95, 17.95)  0.209
H (7.99, -14.64, 17.58)  0.195
Zn (15.04, -11.80, 18.96)  1.690
H (9.63, -12.67, 14.50)  0.229
C (10.60, -14.70, 14.65)  -0.401
C (11.62, -15.21, 15.68)  -0.403
H (11.14, -14.45, 13.74)  0.226
O (14.12, -12.42, 17.23)  -1.011

***

[4]
Molecular formula: C5H7N2
Method: DFT, ωB97M-V/def2-TZVPD

Calculated values
HOMO energy (alpha / beta) ... -15.2 / -15.2 eV
Energy above the lowest of the compared OMol25 structures with the same formula, charge and spin ... 4.579 eV
SMILES ... CC1=[N+]=CC=NC1
Charge ... +1
LUMO energy (alpha / beta) ... -7.41 / -7.41 eV
Energy ... -303.850680 Ha

Each line ends with the natural charge from an NBO analysis.
Positions of all 14 atoms, in Å:
H (-0.82, -2.35, 1.93)  0.220
H (1.30, 1.11, 1.03)  0.314
C (-1.24, -0.34, 2.05)  -0.033
H (1.31, 0.46, -1.96)  0.270
C (0.20, -0.27, -0.28)  0.454
H (-0.18, 1.70, 0.15)  0.290
N (-0.72, 0.81, 1.76)  -0.142
H (-1.72, -0.41, 2.99)  0.241
H (-0.49, 0.55, -2.16)  0.272
N (-0.12, -1.36, 0.21)  -0.370
C (0.39, -0.13, -1.78)  -0.685
C (0.20, 0.91, 0.68)  -0.378
H (0.30, -1.07, -2.34)  0.276
C (-0.82, -1.50, 1.44)  0.271

***

[5]
Molecular formula: C2H3NS3
Method: DFT, ωB97M-V/def2-TZVPD

Calculated values
HOMO energy (alpha / beta) ... -8.3 / -8.3 eV
Energy above the lowest of the compared OMol25 structures with the same formula, charge and spin ... 2.680 eV
LUMO energy (alpha / beta) ... -0.50 / -0.47 eV
Energy ... -1327.218142 Ha

Each line ends with the natural charge from an NBO analysis.
Positions of all 9 atoms, in Å:
C (1.94, 0.09, -0.71)  -0.737
H (1.60, -0.68, -1.38)  0.228
C (-2.48, 0.65, -0.07)  -0.379
N (0.14, -0.95, 0.83)  -1.005
S (-2.62, 2.13, -0.51)  0.163
H (2.99, 0.41, -0.75)  0.223
S (1.23, 0.18, 0.83)  0.920
S (-2.38, -0.90, 0.10)  0.226
H (-0.41, -0.93, 1.66)  0.361

***

[6]
Molecular formula: C18H14Cl3CoN7S2
Method: DFT, ωB97M-V/def2-TZVPD

Calculated values
HOMO energy (alpha / beta) ... -17.1 / -17.1 eV
Multiplicity ... 5
Energy above the lowest of the compared OMol25 structures with the same formula, charge and spin ... 0.000 eV
Charge ... +3
LUMO energy (alpha / beta) ... -9.17 / -13.64 eV
Energy ... -4636.395616 Ha

Each line ends with the natural charge from an NBO analysis.
Positions of all 45 atoms, in Å:
C (-2.26, -1.33, 1.92)  -0.047
C (-0.69, -2.73, 3.27)  0.158
C (-0.40, 4.61, -0.28)  -0.227
N (-1.53, -0.64, -0.26)  -0.607
N (-0.21, 3.27, -0.91)  -0.511
C (2.08, 4.65, 0.02)  -0.228
C (0.74, 4.85, 0.70)  -0.447
C (2.03, -2.51, 0.08)  0.086
H (-4.24, -0.75, 2.48)  0.277
C (1.21, -2.93, -5.41)  -0.278
H (2.91, 4.63, 0.74)  0.263
H (-1.36, 4.58, 0.23)  0.255
S (1.20, 1.23, -1.98)  0.243
Cl (-0.16, -2.98, -6.49)  0.169
N (-0.55, -3.36, 4.42)  -0.580
N (0.87, -1.86, 0.03)  -0.624
H (-4.66, 0.42, 0.30)  0.271
C (-2.71, -0.05, -0.45)  0.069
C (-1.92, -2.07, 3.13)  0.073
C (0.99, 2.76, -1.08)  0.340
C (1.54, -3.35, 2.26)  -0.047
C (0.00, -1.95, 1.07)  0.230
H (1.78, -3.93, 3.14)  0.276
H (3.35, -3.78, 1.19)  0.272
Co (0.05, -0.81, -1.46)  1.442
S (-1.93, -3.14, 5.23)  1.086
H (-0.44, 5.35, -1.07)  0.245
C (0.30, -2.69, 2.21)  -0.093
C (2.40, -3.27, 1.19)  -0.221
H (-2.87, 0.41, -1.42)  0.219
C (0.73, -2.27, -4.15)  0.515
Cl (2.51, -1.92, -6.03)  0.142
N (-2.72, -2.20, 4.19)  -0.564
H (-1.01, 2.78, -1.28)  0.437
N (2.09, 3.34, -0.68)  -0.491
H (2.98, 2.92, -0.93)  0.452
Cl (1.78, -4.52, -4.96)  0.157
H (2.68, -2.42, -0.78)  0.223
C (-1.30, -1.28, 0.92)  0.155
N (0.30, -1.77, -3.21)  -0.585
H (2.29, 5.41, -0.73)  0.248
H (0.68, 5.87, 1.07)  0.286
C (-3.49, -0.70, 1.70)  -0.045
C (-3.71, -0.06, 0.50)  -0.226
H (0.65, 4.19, 1.56)  0.235

***

[7]
Molecular formula: C20H16N5OReS4
Method: DFT, ωB97M-V/def2-TZVPD

Calculated values
HOMO energy (alpha / beta) ... -11.0 / -11.3 eV
Multiplicity ... 4
Energy above the lowest of the compared OMol25 structures with the same formula, charge and spin ... 0.009 eV
Charge ... +1
LUMO energy (alpha / beta) ... -4.55 / -5.25 eV
Energy ... -2791.581757 Ha

Each line ends with the natural charge from an NBO analysis.
Positions of all 47 atoms, in Å:
S (-2.29, 0.35, 0.87)  0.025
C (0.98, 1.81, -3.79)  -0.114
H (-1.63, 0.68, -1.95)  0.237
H (-1.56, -2.31, 1.87)  0.248
H (1.31, -7.22, -2.59)  0.234
N (0.32, 0.74, -1.32)  -0.494
H (1.96, -4.93, -3.25)  0.232
C (0.17, -6.59, -0.90)  -0.214
H (-0.11, -7.59, -0.62)  0.236
O (0.00, -1.93, -0.09)  -0.662
C (2.44, -0.42, 2.64)  -0.073
H (1.80, -0.70, 5.55)  0.243
C (-0.62, 0.94, -2.24)  0.101
C (-2.48, 4.33, 1.71)  0.258
C (1.97, 1.60, -2.83)  -0.189
C (-4.25, 2.67, 1.26)  0.261
Re (0.05, 0.04, 0.70)  1.016
C (-1.24, -3.26, 1.45)  -0.730
S (-0.20, 2.28, 1.40)  0.080
C (2.58, 0.81, -0.55)  0.109
H (1.18, -3.00, -1.92)  0.223
C (0.90, -4.01, -1.64)  -0.139
N (-5.36, 2.41, 1.11)  -0.251
H (3.63, 1.03, -0.66)  0.240
C (-0.28, -5.51, -0.15)  -0.144
H (-1.13, 1.62, -4.20)  0.253
C (-1.92, 2.03, 1.25)  -0.209
H (3.00, 1.85, -3.03)  0.248
N (-2.17, 5.41, 1.94)  -0.245
H (1.23, 2.23, -4.75)  0.248
C (1.61, 1.06, -1.61)  0.145
H (3.21, -1.66, 6.03)  0.255
S (3.56, -0.79, 3.90)  0.411
H (-0.90, -5.69, 0.71)  0.223
C (0.08, -4.21, -0.52)  -0.141
C (-0.33, 1.47, -3.49)  -0.219
C (2.52, -1.44, 5.22)  -0.760
N (2.13, 0.31, 0.56)  -0.299
N (3.01, 0.07, 1.57)  -0.358
H (2.02, -2.36, 4.92)  0.234
H (-2.12, -3.85, 1.19)  0.265
C (-2.87, 2.99, 1.42)  -0.334
S (0.74, -0.77, 2.83)  -0.030
C (-0.37, -3.07, 0.27)  0.654
H (-0.69, -3.82, 2.22)  0.271
C (1.34, -5.08, -2.38)  -0.214
C (0.97, -6.37, -2.01)  -0.131